No. 1
Here is a 2-piece molecular cluster, C5H8O overall from the Open Molecules 2025 dataset. Energies are from ωB97M-V with the def2-TZVPD basis set.

The geometry in ORCA input format:
```
! RIJCOSX wB97M-V def2-TZVPD def2/J DEFGRID3
* xyz 0 1
O 1.5076 0.3411 0.4576
C -0.9595 -0.6434 -1.0292
C -0.4442 -1.2266 -0.1198
C 0.8373 0.8827 -0.3971
C 0.1586 -1.9682 0.9427
C -0.1614 1.9678 -0.0772
H -1.5344 -0.2796 -1.8316
H 0.0913 -1.5183 1.9378
H -0.6063 -2.7492 0.8019
H 1.1668 -2.3394 0.7325
H -0.8482 2.2045 -0.8961
H -0.7298 1.7323 0.8254
H 0.4556 2.8483 0.1259
H 1.0666 0.7481 -1.4729
*
```

Properties
ΔE to the lowest compared entry with this formula, charge and spin: 76.23 kcal per mole
Structure (SMILES): C#CC.CC=O

=====

No. 2
Here is C29H41F5P2Sc as an isolated structure from the Open Molecules 2025 dataset. Energies are from ωB97M-V with the def2-TZVPD basis set.

The geometry in ORCA input format:
```
! RIJCOSX wB97M-V def2-TZVPD def2/J DEFGRID3
* xyz 1 1
Sc -0.9462 0.1259 0.6692
P 1.2253 1.3706 0.7545
P -0.5893 -1.3685 -1.3550
F -3.2433 -2.3935 5.6085
F 0.6417 -4.1194 3.4952
F -1.2751 -4.3175 5.4893
F -3.2284 -0.3276 4.0047
F 0.6840 -2.0130 1.8456
C 2.4503 1.1766 2.0834
C -0.2002 -3.1381 -1.1443
C -4.6491 -0.0815 1.3971
C 3.6923 -0.6041 -0.2762
C -3.7982 0.0375 -1.6001
C 0.8897 -0.2716 -0.5163
C -2.2107 1.8702 -0.6599
C -1.3387 3.7560 0.9339
C -1.8918 2.5090 -1.9617
C 4.3214 -1.7433 -1.0134
C 2.3975 -0.5665 -3.0014
C -3.1206 0.7716 -0.4971
C 3.7294 0.6712 -0.7187
C 3.3058 -2.5993 -1.7964
C -0.3886 -2.1239 2.7151
C -1.3794 -1.1569 2.6924
C 2.2479 -1.8106 -2.4989
C 3.7018 0.1176 -3.2287
C -1.3037 -3.3125 4.5966
C -3.5248 0.7308 0.8676
C 1.5604 2.7309 -0.4216
C 4.1249 1.0854 -2.1077
C -2.0147 2.4662 0.6296
C -2.2920 -1.2815 3.7371
C -2.2926 -2.3366 4.6578
C -0.6937 -0.9061 -3.1240
C -3.1371 2.2738 2.9288
C -0.3378 -3.2037 3.6048
C -2.8450 1.7787 1.5605
H -1.0142 3.1552 -1.8981
H -0.7587 -3.7352 -1.8818
H -2.7391 3.1346 -2.2930
H -0.7146 4.0978 0.1061
H 4.5158 -0.5833 -3.4499
H -0.5095 -3.4564 -0.1397
H 2.4052 2.0865 2.7024
H -0.1035 -1.5668 -3.7726
H 1.5542 -1.0397 -0.1179
H -2.9441 3.3499 3.0098
H -3.9962 -1.0022 -1.3136
H 5.1319 -1.4201 -1.6801
H 3.7103 2.0828 -2.3332
H 2.8435 -3.3297 -1.1053
H 3.5912 0.7212 -4.1399
H 5.2222 1.2173 -2.1619
H 2.1687 0.3211 2.7168
H -0.7059 3.6654 1.8281
H -1.7141 1.7595 -2.7433
H 1.5608 -0.0728 -3.4923
H -4.2872 -0.8494 2.0845
H 2.3156 2.4488 -1.1639
H -2.5068 1.7783 3.6726
H -4.7644 0.5101 -1.8347
H 3.3958 -0.8328 0.7571
H -5.3577 0.5446 1.9540
H 1.3937 0.2159 -1.3497
H 3.8649 -3.2122 -2.5322
H -3.2012 0.0305 -2.5158
H 1.9115 3.6072 0.1428
H -1.7427 -0.9604 -3.4478
H -4.1828 2.0931 3.2041
H -2.0888 4.5369 1.1339
H 3.7833 1.5103 -0.0179
H 3.4835 1.0349 1.7548
H 0.8704 -3.3432 -1.2481
H 4.8100 -2.4059 -0.2793
H -0.3529 0.1297 -3.2664
H -5.1896 -0.5835 0.5872
H 0.6441 2.9991 -0.9633
H 1.4263 -2.4333 -2.8622
*
```

Properties
ΔE to the lowest compared entry with this formula, charge and spin: 0.00 kcal per mole

=====

No. 3
Here is a 2-piece molecular cluster, C4H6S overall from the Open Molecules 2025 dataset. Energies are from ωB97M-V with the def2-TZVPD basis set.

The geometry in ORCA input format:
```
! RIJCOSX wB97M-V def2-TZVPD def2/J DEFGRID3
* xyz 0 1
S -3.2099 -0.1273 0.0970
C -2.0099 -1.2575 -0.3789
C 1.6629 -1.0267 -0.2404
C -1.3817 -0.3515 0.5256
C -0.4338 0.5798 -0.1962
H 1.1713 -1.8182 0.3662
H -0.8011 1.5671 0.0297
H 0.9517 -1.1457 -1.0626
H -1.2510 -0.6948 1.6027
H -0.4179 0.4485 -1.2960
H 0.6611 0.4790 0.2439
*
```

Properties
ΔE to the lowest compared entry with this formula, charge and spin: 177.15 kcal per mole

=====

No. 4
Here is a 4-piece molecular cluster, C4H14O4 overall from the Open Molecules 2025 dataset. Energies are from ωB97M-V with the def2-TZVPD basis set.

The geometry in ORCA input format:
```
! RIJCOSX wB97M-V def2-TZVPD def2/J DEFGRID3
* xyz 0 1
O -0.4348 2.4678 2.5659
O -2.1554 0.4875 1.9504
O -1.2717 -0.0371 -0.5085
O -0.0663 2.4820 -0.0500
C 1.1169 -0.9897 -1.5853
C -1.0973 -1.4554 -0.5948
C 2.6194 -1.3262 -1.6804
C 0.3883 -1.7689 -0.8273
H 3.0166 -1.9008 -0.8126
H 2.7176 -1.9543 -2.5568
H 0.6499 -0.2297 -2.2450
H -1.8505 -1.8013 -1.3704
H -0.1969 1.5184 -0.2107
H -0.9757 2.6815 -0.3242
H -1.4153 -1.9561 0.3579
H -1.3771 -0.0825 1.9873
H 0.7231 -2.6884 -0.3341
H -1.7575 0.1366 0.3285
H 0.4495 2.4788 2.9636
H -1.8507 1.2658 2.4362
H 3.2865 -0.4977 -1.4108
H -0.5186 3.1696 1.9210
*
```

Properties
ΔE to the lowest compared entry with this formula, charge and spin: 36.04 kcal per mole
Structure (SMILES): C/C=C/CO.O.O.O